Entry 1:
Density functional theory data (ωB97M-V/def2-TZVPD) for a 2-piece molecular cluster, C14H16 overall.

Geometry as XYZ:
```
30
Properties=species:S:1:pos:R:3:forces:R:3:lowdin_charge:R:1
C 0.316203 2.195069 1.344767 -0.1 1.9 0.4 -0.05
C 0.812066 0.823834 1.569504 0.3 -1.4 1.5 -0.29
C 2.149552 0.430428 1.648793 0.8 -0.1 -0.5 -0.06
C 2.560302 -0.873143 1.940489 -0.4 -0.2 0.3 -0.09
C 1.603122 -1.815059 2.304927 -1.1 -0.2 0.2 -0.10
C 0.261079 -1.447385 2.340555 0.2 0.9 -0.7 -0.10
C -0.106879 -0.166208 1.950700 -0.4 0.3 -0.4 -0.07
H -0.671064 2.383419 1.784687 0.0 -0.5 -0.3 0.09
H 0.271577 2.514815 0.317004 -0.1 -0.3 -0.6 0.04
H 0.895001 3.014742 1.807885 0.4 -0.7 0.0 0.09
H 2.998719 1.074346 1.433359 -0.4 0.5 -0.1 0.11
H 3.629693 -1.079545 1.927632 -0.3 -0.2 0.0 0.10
H 1.666828 -2.853270 2.600517 1.3 -0.1 -0.1 0.10
H -0.488301 -2.178784 2.607555 -0.1 0.0 0.0 0.10
H -1.158289 0.095843 1.861624 0.0 -0.1 0.3 0.11
C -0.613992 2.413935 -2.184241 -0.5 -0.6 -0.6 -0.06
C -0.944960 0.943285 -2.023133 1.2 0.2 0.7 -0.27
C 0.032389 0.152475 -1.412847 1.0 -1.2 -0.6 -0.08
C -0.124490 -1.215000 -1.205258 -1.1 0.5 0.3 -0.09
C -1.376445 -1.777852 -1.440548 0.3 -0.7 -0.5 -0.09
C -2.303537 -1.059804 -2.183041 -0.3 0.9 0.9 -0.09
C -2.105863 0.300072 -2.423179 -0.1 -0.7 -0.6 -0.06
H -1.365574 2.994075 -1.656858 -0.1 0.4 -0.2 0.08
H -0.608241 2.616022 -3.262309 -0.1 0.5 0.3 0.08
H 0.364386 2.675224 -1.775206 -0.1 -0.2 -0.1 0.06
H 1.062180 0.455298 -1.203822 -0.5 0.8 0.0 0.12
H 0.682041 -1.794938 -0.779969 0.0 0.0 0.1 0.10
H -1.553523 -2.795219 -1.111973 -0.1 -0.1 -0.3 0.10
H -3.302119 -1.362218 -2.482874 0.3 -0.8 0.2 0.10
H -2.919556 0.677054 -3.029033 0.3 1.0 0.1 0.11
```
Positions in Å, forces in eV/Å.

Output
**LUMO level**: 0.95 eV
**Highest occupied orbital energy**: -0.323 Eh
**SMILES**: Cc1ccccc1.Cc1ccccc1

---

Entry 2:
Density functional theory data (ωB97M-V/def2-TZVPD) for C32H48AlAs3N8O3 as an isolated structure.

Geometry as XYZ:
```
95
Properties=species:S:1:pos:R:3:forces:R:3:lowdin_charge:R:1
Al 1.347676 -0.827018 0.976943 -0.8 -0.3 -0.2 -0.21
N -2.435345 -2.656038 1.149640 0.3 0.4 -0.4 0.09
C -1.576066 -1.893231 0.473736 -0.1 0.0 -0.1 -0.12
N -0.478467 -1.743869 1.198299 0.1 -0.1 0.3 0.08
C -0.727387 -2.470366 2.331325 -1.0 0.0 -0.8 -0.25
N -1.916710 -3.020162 2.317247 0.4 -0.5 1.1 0.18
C 0.343233 -2.624216 3.278128 0.8 -0.1 0.7 -0.16
C 0.299437 -3.361003 4.466167 -0.3 0.3 -0.6 -0.02
N 1.381206 -3.530266 5.194145 0.3 -0.1 0.3 0.13
C 2.507114 -2.973455 4.773772 0.0 0.1 -0.1 -0.05
C 2.555632 -2.198025 3.618669 0.2 -0.1 -0.1 -0.07
N 1.474611 -2.028129 2.861338 -0.5 -0.5 0.3 0.08
H -3.364484 -2.972798 0.896391 0.1 0.1 -0.1 0.19
H -1.734258 -1.486207 -0.506112 -0.1 0.0 -0.2 0.13
H -0.612407 -3.821429 4.816416 -0.2 0.0 -0.1 0.14
H 3.386458 -3.156027 5.374447 0.1 0.1 0.0 0.13
H 3.468245 -1.725402 3.286310 0.0 0.0 -0.1 0.11
C 3.340547 1.285155 3.466848 0.3 0.0 0.0 -0.22
As 1.514039 1.028512 2.847298 -0.5 0.4 1.5 1.20
C 0.747208 0.654723 4.620529 0.0 0.0 -0.1 -0.23
C 1.100180 2.949202 2.626324 0.1 0.0 -0.1 -0.29
C -0.284635 3.390573 2.137065 -0.2 -0.1 0.0 -0.68
C -1.356072 2.624279 2.904135 0.1 0.0 -0.1 -0.07
C -0.437887 3.152876 0.640251 0.0 0.0 0.0 -0.32
As -0.637338 1.290830 0.000152 -0.8 0.7 -0.4 1.18
C -0.630660 1.824940 -1.898108 0.0 -0.1 0.0 -0.27
C -2.608578 1.112940 0.122056 0.2 -0.1 0.1 -0.27
C -0.383900 4.898698 2.446912 -0.2 0.2 -0.1 -0.36
As -1.858998 6.209321 1.963895 0.1 -0.2 -0.1 1.16
C -1.619384 6.393959 0.011432 -0.1 -0.1 0.1 -0.35
C -3.541124 5.170594 1.916228 0.2 0.0 0.0 -0.35
H 3.369143 2.173529 4.104833 -0.1 -0.1 -0.1 0.06
H 4.034191 1.429518 2.640949 0.0 0.0 0.0 0.04
H 3.670693 0.433489 4.060203 -0.1 0.0 0.0 0.03
H 0.906216 1.540800 5.237216 0.0 -0.1 0.0 0.05
H 1.280649 -0.178076 5.080398 0.0 0.0 -0.1 0.02
H -0.315417 0.420412 4.595177 0.0 0.1 -0.1 0.03
H 1.879362 3.358155 1.972025 0.0 0.0 0.1 0.09
H 1.270230 3.355826 3.631387 0.1 -0.1 -0.1 0.09
H -1.226337 1.545313 2.736299 -0.2 0.1 0.1 0.04
H -2.349658 2.916535 2.573842 -0.1 -0.1 0.0 0.07
H -1.277868 2.831327 3.971049 0.0 -0.1 0.1 0.10
H 0.415110 3.587550 0.107530 -0.1 0.0 -0.1 0.09
H -1.337228 3.669937 0.297785 0.1 -0.1 -0.1 0.05
H -1.420567 2.552473 -2.089255 0.0 0.0 0.1 0.04
H -0.786011 0.964935 -2.549830 0.0 0.0 0.0 0.01
H 0.321803 2.283579 -2.160670 0.0 0.0 0.0 0.04
H -3.078126 2.094193 0.074018 0.1 0.0 0.0 0.03
H -2.922048 0.623375 1.043267 0.0 0.0 0.0 0.02
H -2.973487 0.531830 -0.726029 0.0 0.0 0.0 0.02
H 0.499050 5.397382 2.033121 0.0 0.1 0.0 0.07
H -0.309967 5.013166 3.533064 0.0 0.0 0.0 0.06
H -0.569150 6.546638 -0.228301 0.1 0.0 0.0 0.02
H -2.159399 7.285766 -0.302920 0.0 0.0 0.1 0.02
H -2.007741 5.553715 -0.561579 0.0 -0.1 0.0 0.00
H -3.792770 4.792408 2.904351 0.0 0.0 0.1 0.02
H -3.535948 4.355997 1.193547 0.0 -0.1 0.0 -0.01
H -4.324640 5.869180 1.626544 0.0 0.1 0.0 0.02
C 4.328044 -1.431268 0.530503 -0.1 0.0 -0.2 -0.10
O 3.003387 -1.159143 0.863761 0.4 -0.5 0.6 -0.26
C 2.384615 0.922509 0.370081 1.6 0.8 -1.0 -0.16
O 3.349827 1.516906 0.332572 -0.6 0.2 -0.2 0.18
H 4.769175 -2.114192 1.258969 0.1 0.0 0.0 0.09
H 4.906679 -0.501497 0.521892 0.1 -0.1 0.0 0.09
H 4.387350 -1.890568 -0.459283 0.1 0.0 0.0 0.10
C -2.837016 -0.061317 -5.423233 0.0 0.0 0.0 -0.04
C -2.087976 -1.344264 -5.246651 0.1 0.0 0.0 -0.27
C -1.415324 -1.943907 -6.304985 -0.1 0.0 0.1 -0.02
C -0.704074 -3.112852 -6.124342 0.1 -0.2 0.2 0.00
C -0.651635 -3.724288 -4.873983 -0.4 0.3 0.0 -0.27
N 0.106503 -4.901542 -4.749691 -0.1 -0.2 -0.6 0.15
C 0.706992 -5.492061 -3.684157 0.3 0.0 0.5 -0.51
O 1.066538 -6.639735 -3.681184 0.0 -0.2 0.0 0.12
N 0.905408 -4.707100 -2.519643 -0.2 -0.6 0.2 0.15
C 1.157384 -3.370591 -2.410752 0.2 0.9 0.0 -0.22
C 1.541660 -2.570089 -3.500225 0.1 0.0 0.5 0.03
C 1.703944 -1.216208 -3.300199 -0.1 -0.1 0.2 0.01
C 1.477139 -0.670056 -2.045703 0.1 0.2 -0.2 -0.12
N 1.139221 -1.418375 -0.997535 0.3 0.1 0.1 0.02
C 1.018800 -2.732387 -1.171754 -0.1 -0.7 -0.4 -0.04
C -1.362868 -3.157962 -3.819426 -0.1 -0.2 -0.1 -0.04
C -2.053711 -1.975641 -4.008633 0.1 -0.1 -0.1 -0.05
H -2.894556 0.220777 -6.470431 0.0 0.1 0.0 0.08
H -2.343071 0.745234 -4.879847 0.0 0.1 0.0 0.07
H -3.849383 -0.159697 -5.035940 -0.1 0.1 0.0 0.09
H -1.448278 -1.494349 -7.285020 0.0 0.1 -0.1 0.12
H -0.189127 -3.565713 -6.958275 0.1 0.0 -0.1 0.12
H 0.124104 -5.488562 -5.576915 0.1 0.0 0.2 0.17
H 1.057784 -5.282829 -1.699796 0.0 0.0 -0.2 0.16
H 1.741404 -3.010013 -4.463616 0.0 0.0 0.0 0.13
H 2.018010 -0.588486 -4.117180 0.0 0.2 -0.1 0.13
H 1.607061 0.385528 -1.858513 0.0 0.0 -0.1 0.08
H 0.815340 -3.318206 -0.282185 -0.1 -0.1 -0.1 0.13
H -1.403831 -3.651295 -2.860658 0.0 -0.1 0.1 0.11
H -2.597493 -1.544677 -3.177920 -0.1 0.1 0.1 0.10
```
Positions in Å, forces in eV/Å.

Output
**LUMO level**: -6.17 eV
**Highest occupied orbital energy**: -0.463 Eh
**Net charge**: +2

---

Entry 3:
Density functional theory data (ωB97M-V/def2-TZVPD) for C12H24O24S6 as an isolated structure.

Geometry as XYZ:
```
66
Properties=species:S:1:pos:R:3:forces:R:3:lowdin_charge:R:1
C 4.093984 -1.959902 -6.859544 0.7 -1.3 1.2 -0.11
C 2.914094 -1.411712 -7.643894 0.2 0.3 0.3 -0.17
O 2.202474 -0.748842 -6.621224 -2.2 1.2 1.5 -0.23
S 2.146934 -1.511822 -5.156434 -0.2 1.2 0.7 0.73
O 1.208004 -2.622942 -5.082044 1.4 2.0 -0.4 -0.25
O 2.085984 -0.477522 -4.060094 0.6 -3.2 -3.9 -0.27
O 3.592054 -2.110162 -5.471884 0.7 -0.3 0.5 -0.23
H 5.037174 -1.414902 -6.821204 -0.6 1.2 0.1 0.13
H 4.547384 -2.917492 -7.115524 -1.0 -0.5 -0.3 0.13
H 2.215974 -2.080522 -8.147314 0.5 -0.6 0.1 0.13
H 3.222264 -0.645382 -8.355144 0.0 0.0 0.1 0.14
C -1.185596 0.856808 0.238506 0.1 1.1 -0.2 -0.17
C -1.602426 1.315818 1.621206 -1.2 -1.0 1.2 -0.16
O -1.001796 0.340628 2.492196 1.2 -0.3 1.0 -0.23
S -0.058486 -0.823032 1.800536 -0.3 1.2 2.7 0.73
O -0.468406 -2.084032 2.429266 0.7 2.4 -2.2 -0.25
O 1.361714 -0.442812 1.908636 -3.2 -0.7 -1.1 -0.26
O -0.804736 -0.496872 0.403096 1.5 -1.8 -0.5 -0.20
H -0.388706 1.519038 -0.099904 0.4 -0.5 -0.3 0.13
H -1.969316 0.853908 -0.519034 0.0 0.0 0.3 0.14
H -2.670306 1.216728 1.815936 -0.2 -0.3 -0.4 0.12
H -1.417306 2.326278 1.985606 0.9 0.0 -0.5 0.13
C -3.441946 -2.934262 6.912096 1.6 -0.4 1.2 -0.12
C -3.476756 -4.257342 6.159346 -1.9 0.8 0.9 -0.17
O -4.222396 -5.088862 7.067136 0.1 -0.8 1.2 -0.23
S -3.945786 -4.805352 8.697976 0.4 0.0 -1.4 0.77
O -2.893236 -5.737442 9.149726 -2.5 2.5 -0.7 -0.27
O -5.251066 -4.721962 9.365506 3.0 -0.1 -1.4 -0.26
O -3.313686 -3.261682 8.391886 -0.7 -1.5 -1.0 -0.23
H -4.287396 -2.260642 6.772296 0.0 -0.4 0.1 0.13
H -2.507416 -2.487432 6.572826 -0.1 0.6 0.7 0.12
H -2.524736 -4.641202 5.792736 0.0 -0.2 0.6 0.13
H -4.138276 -4.063512 5.315006 0.1 -0.5 -0.2 0.13
C 7.247944 1.933578 1.348716 -1.4 -1.6 1.1 -0.19
C 8.032344 0.599028 1.091226 -0.6 0.6 3.4 -0.24
O 8.418284 0.653508 -0.184454 1.6 0.5 -4.0 -0.17
S 8.634364 2.183078 -0.600904 1.0 2.3 -3.0 0.74
O 8.507024 2.331788 -2.074474 0.1 -0.6 4.3 -0.25
O 9.799934 2.778128 0.073526 -2.6 -1.6 -1.1 -0.24
O 7.245964 2.662218 0.154166 1.9 0.1 -1.2 -0.17
H 7.592644 2.482598 2.224996 0.1 0.1 -0.3 0.13
H 6.228894 1.570618 1.482486 -0.2 0.7 0.3 0.13
H 7.370984 -0.258962 1.211786 0.3 0.0 0.2 0.14
H 8.904544 0.587498 1.744866 -0.1 -0.5 0.2 0.13
C 2.119074 5.518828 -4.926784 -2.1 -1.3 -1.4 -0.20
C 2.763424 4.887288 -3.741454 -1.0 0.2 1.4 -0.24
O 3.834074 5.688538 -3.496504 3.7 2.8 0.1 -0.19
S 3.715764 7.254818 -4.126284 0.3 -0.6 2.2 0.74
O 4.989524 7.731668 -4.630434 -2.4 -1.2 0.4 -0.23
O 3.035854 8.048918 -3.105534 0.8 -1.3 -2.1 -0.25
O 2.717344 6.729678 -5.280444 1.5 1.8 0.3 -0.18
H 1.078004 5.729108 -4.681744 -0.1 -0.2 -0.4 0.14
H 2.222464 4.866328 -5.793764 -0.3 0.1 -0.1 0.14
H 3.054054 3.839438 -3.816574 0.1 0.2 -0.4 0.14
H 2.127574 5.014468 -2.865314 -0.5 -0.5 0.0 0.13
C -10.305376 -2.311312 2.069506 0.7 -2.9 1.5 -0.22
C -9.683776 -3.215512 0.948126 -2.7 -0.4 1.4 -0.22
O -8.526386 -2.617342 0.522786 1.6 1.8 0.0 -0.18
S -8.131316 -1.358782 1.549146 2.1 0.6 -1.7 0.78
O -7.573696 -0.190322 0.807386 -2.1 -3.5 2.2 -0.25
O -7.319766 -1.994942 2.594806 -2.2 1.7 -1.5 -0.25
O -9.710356 -1.082202 1.902796 1.5 2.4 -0.9 -0.18
H -9.991076 -2.540072 3.087826 -0.1 -1.1 0.1 0.12
H -11.384036 -2.468082 2.068476 -0.1 1.3 -0.4 0.14
H -10.486886 -3.230142 0.211316 0.6 0.1 -0.8 0.12
H -9.585696 -4.245042 1.292436 0.5 0.1 0.1 0.13
```
Positions in Å, forces in eV/Å.

Output
**LUMO level**: 0.04 eV
**Highest occupied orbital energy**: -0.404 Eh

---

Number 1: orbital gap 9.7 eV. Number 2: orbital gap 6.4 eV. Number 3: orbital gap 11.0 eV.